No. 1
A 3-piece molecular cluster, C4H13NO2 overall at a distorted geometry. Source: OMol25; level of theory: ωB97M-V with the def2-TZVPD basis set.

```
20
Properties=species:S:1:pos:R:3:mulliken_charge:R:1
C 1.020 2.151 1.213 -0.45
N 1.078 1.020 0.643 -0.31
C -0.196 0.288 0.441 -0.60
C 0.153 -1.152 0.074 -0.32
C -1.092 -2.063 0.126 -1.21
H 0.086 2.495 1.656 0.29
H 1.973 2.663 1.287 0.28
H -0.919 0.906 -0.090 0.45
H -0.755 0.176 1.392 0.30
H 0.936 -1.544 0.722 0.32
H 0.638 -1.155 -0.902 0.25
H -0.701 -3.079 0.203 0.33
H -1.640 -1.974 -0.804 0.29
H -1.778 -1.912 0.956 0.34
O 3.655 -0.303 -0.761 -0.67
H 2.823 -0.019 -0.414 0.37
H 3.497 -0.433 -1.700 0.31
O -3.914 0.329 -1.194 -0.61
H -4.457 1.122 -1.268 0.30
H -4.448 -0.196 -0.596 0.31
```

## Properties
* energy above the lowest of the compared OMol25 structures with the same formula, charge and spin: 132.5 kJ/mol
* calculated total energy: -9942.8230 eV
* total charge: 0
* E_HOMO: -9.967 eV
* M: 107.2 u
* structure (SMILES): C=NCCC.O.O
* lowest unoccupied orbital energy: 0.6 eV

No. 2
C21H30N4O3 as an isolated structure at a distorted geometry. Source: OMol25; level of theory: ωB97M-V with the def2-TZVPD basis set.

```
58
Properties=species:S:1:pos:R:3:mulliken_charge:R:1
C 1.469 -5.203 1.717 -1.99
C 1.505 -3.871 1.324 0.62
C 1.368 -2.930 2.284 -0.63
C 1.324 -1.468 1.920 -0.82
C 1.485 -1.046 0.470 0.90
C 1.784 -1.894 -0.329 1.23
C 1.697 -3.154 0.085 -0.32
H 2.027 -4.086 -0.906 -0.02
H 2.123 -1.650 -1.456 0.22
C 1.710 0.379 0.278 -0.58
N 1.747 0.774 -0.902 -0.45
N 1.803 2.086 -1.433 0.27
C 2.237 2.949 -0.769 0.80
O 2.634 4.082 -1.012 -0.70
C 3.047 2.436 0.509 -1.14
C 2.145 1.541 1.408 -1.03
H 2.540 0.972 2.176 0.78
H 1.221 1.975 1.783 0.30
H 3.345 3.180 1.274 0.37
H 4.051 2.078 0.460 0.46
C 1.179 2.349 -2.746 -0.56
H 2.100 2.831 -3.150 0.36
C 0.180 3.416 -2.579 -1.13
C -1.110 3.096 -1.713 0.65
O -1.991 2.480 -2.591 -0.71
N -1.016 3.017 -0.500 0.25
H -0.327 3.446 -0.169 0.18
C -1.928 2.681 0.405 -1.08
C -1.977 1.462 1.049 -0.16
C -2.097 0.282 -0.048 -0.98
N -2.030 -1.109 0.404 0.51
C -3.479 -1.379 0.794 -0.52
C -3.437 -2.789 1.591 -0.43
H -4.584 -2.999 1.850 0.36
O -3.138 -3.702 0.610 -0.52
C -1.621 -3.509 0.189 -1.11
C -1.756 -2.156 -0.702 -0.72
H -0.760 -1.777 -0.652 0.17
H -2.415 -2.049 -1.397 0.62
H -1.433 -4.112 -0.545 0.81
H -1.170 -3.469 1.085 0.53
H -2.690 -2.566 2.599 0.18
H -3.782 -0.530 1.673 0.16
H -4.345 -1.263 0.098 0.34
H -2.812 0.571 -0.869 0.33
H -1.237 0.188 -0.700 0.18
H -1.130 1.185 1.553 0.07
H -2.928 1.127 1.758 0.25
H -2.922 2.749 -0.238 0.45
H -2.003 3.616 1.223 0.22
H 0.527 4.286 -2.267 0.73
H -0.191 3.534 -3.713 0.27
H 0.804 1.177 -3.063 0.30
H 1.062 -0.696 2.803 0.10
H 0.987 -3.114 3.394 0.14
H 2.280 -5.734 1.264 0.42
H 1.628 -5.338 2.598 0.69
H 0.515 -5.487 1.417 0.37
```

## Properties
* energy above the lowest of the compared OMol25 structures with the same formula, charge and spin: 2090.5 kJ/mol
* calculated total energy: -34348.0403 eV
* total charge: 0
* E_HOMO: -8.700 eV
* M: 386.5 u
* lowest unoccupied orbital energy: 0.1 eV

No. 3
C21H57N6O16SZn as an isolated structure at a distorted geometry. Source: OMol25; level of theory: ωB97M-V with the def2-TZVPD basis set.

```
102
Properties=species:S:1:pos:R:3:mulliken_charge:R:1
C 1.529 1.680 4.525 -0.79
N 0.317 0.985 3.950 0.82
C -0.496 1.886 3.066 -0.89
C 0.847 -0.148 3.144 -0.90
C -0.663 0.593 5.047 -0.42
C -0.352 -0.708 5.795 -0.59
O 0.866 -0.529 6.481 -0.51
H 1.914 1.130 5.379 0.33
H 1.272 2.662 4.921 0.35
H 2.250 1.796 3.721 0.23
H -1.356 1.344 2.688 0.41
H 0.123 2.076 2.184 -0.01
H -0.643 2.875 3.491 0.52
H 1.449 0.151 2.288 -0.30
H -0.037 -0.587 2.682 0.41
H 1.391 -0.843 3.778 0.66
H -1.682 0.572 4.675 0.38
H -0.601 1.396 5.782 0.42
H -0.254 -1.487 5.032 0.26
H -1.170 -0.959 6.469 0.44
H 1.188 -1.319 6.924 0.32
Zn -2.079 -1.071 -0.382 0.36
S 0.143 0.212 -0.832 1.21
O 1.320 -0.529 -1.240 -0.22
O 0.440 1.666 -0.789 -1.14
O -0.989 -0.146 -1.722 -0.34
O -0.477 -0.235 0.428 -0.42
C 2.564 -0.491 -4.514 -0.35
C 2.525 -1.999 -4.456 -0.52
O 1.571 -2.492 -3.527 -0.53
O 2.975 0.157 -3.297 -0.58
H 1.580 -0.107 -4.806 0.08
H 3.252 -0.157 -5.293 0.42
H 3.549 -2.343 -4.271 0.19
H 2.195 -2.351 -5.436 0.45
H 1.575 -1.919 -2.752 0.28
H 2.283 0.035 -2.616 0.21
C 4.344 0.782 0.060 0.27
C 3.730 2.165 0.326 -0.70
O 2.455 1.942 0.898 -0.42
O 4.578 0.265 1.405 -0.62
H 5.300 0.821 -0.454 0.51
H 3.582 0.295 -0.551 -0.20
H 3.665 2.665 -0.650 0.39
H 4.403 2.732 0.966 0.30
H 1.797 1.824 0.164 -0.09
H 3.762 0.529 1.851 0.26
C -4.013 -3.006 -3.588 -0.64
C -3.999 -1.549 -3.139 -0.13
O -3.652 -1.462 -1.713 0.31
O -5.202 -3.694 -3.234 -0.51
H -3.051 -3.519 -3.502 0.28
H -4.079 -2.939 -4.682 0.40
H -5.006 -1.136 -3.209 0.31
H -3.286 -0.968 -3.715 0.08
H -4.467 -1.704 -1.261 0.19
H -5.304 -3.597 -2.280 0.33
O -3.263 0.736 -0.214 -0.36
C -4.364 1.234 0.067 0.61
N -4.997 0.995 1.222 -0.39
C -5.132 2.021 -0.980 -0.97
H -4.450 0.673 2.003 0.17
H -5.995 0.871 1.169 0.22
H -4.681 2.982 -1.217 0.23
H -6.195 2.107 -0.759 0.44
H -5.109 1.438 -1.905 0.20
O 3.044 -4.594 0.945 -0.57
C 3.442 -3.521 1.348 0.66
N 2.827 -2.329 1.165 0.34
C 4.741 -3.465 2.163 -1.18
H 2.034 -2.309 0.548 -0.29
H 3.138 -1.530 1.684 -0.13
H 4.551 -4.060 3.055 0.31
H 5.020 -2.462 2.492 0.26
H 5.572 -3.847 1.577 0.33
O -1.672 5.529 1.082 -0.67
C -1.214 4.767 0.246 0.59
N -1.397 3.417 0.344 0.48
C -0.361 5.270 -0.879 -0.80
H -2.251 3.071 0.737 0.02
H -0.688 2.774 -0.022 -0.12
H -1.061 5.523 -1.677 0.26
H 0.286 4.490 -1.286 0.16
H 0.253 6.095 -0.532 0.32
O -0.358 2.314 -5.595 -0.70
C -0.499 2.224 -4.386 0.46
N 0.553 2.251 -3.530 0.09
C -1.867 2.095 -3.762 0.12
H 0.382 1.999 -2.554 -0.48
H 1.514 2.351 -3.806 0.27
H -1.727 2.137 -2.674 -0.14
H -2.363 1.134 -3.874 -0.30
H -2.561 2.921 -3.910 0.49
O -1.210 -2.890 -0.294 -0.31
C -0.359 -3.698 0.135 0.74
N -0.280 -3.919 1.460 -0.26
C 0.673 -4.324 -0.737 -1.06
H 0.345 -4.623 1.819 0.24
H -1.047 -3.560 1.999 0.21
H 1.473 -3.624 -0.970 0.11
H 0.287 -4.711 -1.678 0.43
H 1.092 -5.195 -0.230 0.43
```

## Properties
* energy above the lowest of the compared OMol25 structures with the same formula, charge and spin: 0.0 kJ/mol
* calculated total energy: -123651.6680 eV
* total charge: +1
* E_HOMO: -10.710 eV
* M: 747.2 u
* lowest unoccupied orbital energy: -3.7 eV

Question: Which value of total charge does entry 3 give?
Answer: +1

Question: Look up the calculated total energy of the first one.
Answer: -9942.8230 eV